C5H16N2O | the ωB97M-V functional and the def2-TZVPD basis

The calculation puts the HOMO energy at -8.20 eV. Its SMILES is CCN(C)CCN.O. For the frontier orbital gap, the calculation gives 8.9 eV.

Cartesian coordinates (Å):
C1 -1.225 1.776 0.769
C2 0.104 1.738 -0.008
N1 1.107 0.758 0.628
C3 0.815 0.607 2.071
C4 1.229 -0.470 -0.167
C5 0.167 -1.631 -0.086
N2 0.258 -2.588 -1.171
H1 -1.692 0.797 0.943
H2 -2.012 2.218 0.159
H3 -1.027 2.283 1.688
H4 0.049 1.427 -1.039
H5 0.615 2.703 0.017
H6 0.694 1.522 2.593
H7 0.193 -0.286 2.250
H8 1.795 0.369 2.546
H9 2.115 -1.085 0.052
H10 1.375 0.070 -1.180
H11 -0.884 -1.282 0.130
H12 0.301 -2.238 0.814
H13 1.228 -2.924 -1.182
H14 0.121 -2.155 -2.067
O1 -2.178 -0.421 -2.640
H15 -1.430 -0.410 -3.255
H16 -1.718 -0.778 -1.864



C4H12 | the ωB97M-V functional and the def2-TZVPD basis

The calculation puts the HOMO energy (spin up / spin down) at -16.65 / -14.96 eV. The multiplicity is 2. The charge is +1. For the frontier orbital gap (spin up / spin down), the calculation gives 13.7 / 3.8 eV.

Cartesian coordinates (Å):
C1 -1.963 0.922 0.238
C2 -1.466 2.336 -0.136
H1 -1.249 0.173 -0.324
H2 -1.661 0.742 1.311
H3 -3.034 0.956 -0.042
H4 -2.269 2.890 -0.602
H5 -1.227 2.973 0.763
H6 -0.385 2.250 -0.586
C3 1.033 -1.082 0.061
C4 2.318 -2.177 -0.186
H7 0.473 -1.277 0.969
H8 1.470 -0.080 0.162
H9 0.523 -1.296 -0.872
H10 3.151 -1.677 -0.467
H11 2.151 -3.072 -0.939
H12 2.531 -2.575 0.759



C16H56O16 | the ωB97M-V functional and the def2-TZVPD basis

The calculation puts the HOMO energy (spin up / spin down) at -11.77 / -11.77 eV. The multiplicity is 2. The charge is +1. For the frontier orbital gap (spin up / spin down), the calculation gives 9.4 / 2.6 eV.

Cartesian coordinates (Å):
C1 -4.992 0.023 -1.396
O1 -4.243 0.456 -0.283
H1 -4.455 -0.778 -1.904
H2 -5.858 -0.512 -1.005
H3 -5.289 0.963 -1.861
H4 -4.503 1.322 0.038
C2 2.312 -2.842 -2.379
O2 1.792 -4.078 -2.245
H5 3.186 -2.988 -3.013
H6 1.600 -2.120 -2.778
H7 2.699 -2.513 -1.415
H8 0.927 -3.992 -1.839
C3 -1.905 3.167 -1.784
O3 -1.862 4.506 -1.776
H9 -1.020 2.673 -2.185
H10 -1.991 2.862 -0.741
H11 -2.767 2.848 -2.369
H12 -2.008 4.633 -0.836
C4 -0.674 0.082 -0.469
O4 0.389 -0.099 0.443
H13 -0.496 -0.659 -1.249
H14 -1.631 -0.064 0.031
H15 -0.589 1.040 -0.982
H16 1.178 0.155 -0.042
C5 4.237 -0.860 1.058
O5 4.717 0.423 1.537
H17 4.144 -1.571 1.879
H18 3.335 -0.688 0.471
H19 5.047 -1.247 0.440
H20 5.657 0.411 1.342
C6 -2.350 -3.094 -2.266
O6 -1.288 -3.950 -1.906
H21 -2.711 -2.411 -1.497
H22 -2.032 -2.590 -3.179
H23 -3.164 -3.706 -2.655
H24 -1.649 -4.669 -1.382
C7 -1.635 1.439 2.983
O7 -1.382 0.044 2.686
H25 -1.501 1.981 2.047
H26 -2.687 1.387 3.265
H27 -0.992 1.918 3.722
H28 -1.048 0.033 1.786
C8 -0.919 -0.168 -4.501
O8 0.523 -0.501 -4.394
H29 -1.393 -0.290 -5.475
H30 -1.602 -0.762 -3.894
H31 -0.965 0.890 -4.241
H32 0.604 -1.202 -5.044
C9 2.191 -0.335 4.532
C10 1.058 -1.073 5.298
O9 0.266 -1.760 4.381
O10 1.824 0.568 3.508
H33 2.942 -0.982 4.080
H34 2.721 0.254 5.281
H35 0.433 -0.281 5.711
H36 1.347 -1.693 6.147
H37 -0.474 -1.149 4.351
H38 0.974 0.220 3.229
C11 1.765 3.330 1.143
C12 1.219 3.930 -0.182
O11 0.078 4.908 0.027
O12 2.562 2.253 0.789
H39 0.889 2.919 1.646
H40 2.199 4.055 1.831
H41 0.939 3.149 -0.889
H42 2.034 4.405 -0.728
H43 -0.105 5.328 -0.816
H44 2.922 1.665 1.457
C13 3.209 0.925 -3.167
C14 4.140 1.895 -2.512
O13 4.487 1.516 -1.263
O14 1.839 1.111 -2.774
H45 3.411 -0.129 -2.976
H46 3.295 1.220 -4.213
H47 3.664 2.874 -2.570
H48 5.114 1.999 -2.991
H49 3.753 1.754 -0.692
H50 1.311 0.631 -3.416
C15 -3.682 -2.309 3.070
C16 -2.718 -2.515 1.880
O15 -2.882 -3.759 1.159
O16 -4.182 -3.562 3.516
H51 -4.543 -1.823 2.611
H52 -3.236 -1.766 3.903
H53 -1.685 -2.369 2.195
H54 -2.906 -1.680 1.205
H55 -3.364 -4.405 1.681
H56 -3.557 -4.228 3.812



C3H5NO2 | the ωB97M-V functional and the def2-TZVPD basis

The calculation puts the HOMO energy at -9.87 eV. For the frontier orbital gap, the calculation gives 10.8 eV.

Cartesian coordinates (Å):
N1 -1.821 -1.425 -0.519
C1 -2.085 -0.483 -1.160
O1 0.487 1.176 -1.093
C2 0.587 1.043 0.305
C3 1.161 -0.314 0.677
O2 0.794 -0.983 1.616
H1 -1.609 -2.225 0.046
H2 -0.397 0.891 -1.367
H3 -0.366 1.176 0.833
H4 1.283 1.817 0.660
H5 1.964 -0.673 0.002



C25H36N8O2RuS | the ωB97M-V functional and the def2-TZVPD basis

The calculation puts the HOMO energy (spin up / spin down) at -15.68 / -15.66 eV. The multiplicity is 2. The charge is +3. For the frontier orbital gap (spin up / spin down), the calculation gives 6.2 / 5.6 eV.

Cartesian coordinates (Å):
Ru1 0.169 0.120 0.010
C1 0.996 1.085 6.997
C2 0.497 0.878 5.620
C3 -0.829 0.504 5.379
C4 -1.291 0.166 4.105
C5 -2.653 -0.281 4.024
N1 -3.121 -1.327 3.372
C6 -2.324 -2.371 2.771
C7 -1.430 -3.052 3.828
C8 -0.668 -4.251 3.277
N2 0.240 -3.827 2.244
C9 0.958 -4.610 1.471
C10 1.726 -4.144 0.381
C11 2.502 -5.045 -0.357
C12 3.214 -4.658 -1.498
C13 4.056 -5.623 -2.237
C14 3.091 -3.339 -1.939
C15 2.324 -2.380 -1.256
C16 2.269 -1.062 -1.797
N3 1.514 -0.050 -1.477
C17 1.860 1.216 -2.086
C18 2.829 1.947 -1.147
C19 2.145 2.512 0.098
N4 1.406 1.543 0.891
C20 1.649 1.514 2.163
C21 0.870 0.925 3.203
C22 1.319 1.096 4.522
C23 -0.428 0.340 2.956
O1 -0.844 0.091 1.779
C24 1.684 -2.741 -0.012
O2 1.112 -1.893 0.728
H1 0.445 0.486 7.717
H2 0.866 2.133 7.276
H3 2.057 0.863 7.069
H4 -1.505 0.406 6.215
H5 -3.365 0.241 4.651
H6 -4.115 -1.506 3.450
H7 -1.714 -1.936 1.970
H8 -3.008 -3.102 2.338
H9 -2.057 -3.394 4.654
H10 -0.718 -2.325 4.228
H11 -1.358 -5.000 2.875
H12 -0.110 -4.725 4.092
H13 0.353 -2.825 2.068
H14 0.925 -5.676 1.663
H15 2.548 -6.073 -0.029
H16 4.186 -6.553 -1.691
H17 5.030 -5.188 -2.459
H18 3.607 -5.860 -3.205
H19 3.596 -3.053 -2.849
H20 2.978 -0.902 -2.613
H21 0.951 1.812 -2.242
H22 2.351 1.059 -3.054
H23 3.293 2.779 -1.677
H24 3.621 1.255 -0.851
H25 1.436 3.290 -0.214
H26 2.917 2.995 0.710
H27 2.492 2.105 2.529
H28 2.323 1.454 4.687
N5 -1.529 2.181 -1.004
N6 -2.917 2.404 -1.056
C25 -3.820 1.545 -0.560
N7 -5.109 1.838 -0.667
S1 -3.327 0.121 0.189
H29 -1.094 2.891 -0.410
H30 -1.168 2.289 -1.951
H31 -3.249 3.277 -1.461
H32 -5.448 2.673 -1.120
H33 -5.801 1.176 -0.348
N8 -1.021 -1.407 -1.219
H34 -0.451 -1.861 -1.935
H35 -1.834 -0.992 -1.678
H36 -1.376 -2.131 -0.595



C2HNOS | the ωB97M-V functional and the def2-TZVPD basis

The calculation puts the HOMO energy at -9.36 eV. For the frontier orbital gap, the calculation gives 7.9 eV.

Cartesian coordinates (Å):
C1 -1.492 -0.645 0.044
C2 1.254 0.546 -0.036
N1 -1.603 -1.772 -0.025
O1 1.905 1.476 -0.009
S1 -1.307 1.001 0.220
H1 1.242 -0.606 -0.193



no.,DFT total energy (eV)
1,-10470.309
2,-4329.753
3,-50243.019
4,-8775.031
5,-55918.523
6,-16460.300